C15H21FN2O | ωB97M-V/def2-TZVPD

CARTESIAN COORDINATES (ANGSTROEM)
O 0.6670 3.3673 0.1153
C 1.1499 2.2575 0.0400
N 2.5178 2.1129 -0.1500
C 3.3452 1.0034 -0.0323
C 3.0752 -0.0440 0.8508
C 3.9318 -1.1253 0.9396
C 5.0696 -1.1522 0.1551
F 5.9042 -2.2110 0.2393
C 5.3811 -0.1124 -0.7027
C 4.5177 0.9607 -0.7912
N 0.4398 1.1068 0.1092
C -1.0109 1.1025 0.1979
C -1.4042 0.2710 1.4275
C -2.9052 0.0437 1.6306
C -3.4848 -1.2389 1.0157
C -3.9630 -1.1292 -0.4362
C -2.9386 -1.5115 -1.5084
C -1.5597 -0.8612 -1.3777
C -1.6206 0.6521 -1.1357
H 2.9654 2.9780 -0.4193
H 2.2135 0.0045 1.4975
H 3.7310 -1.9372 1.6204
H 6.2856 -0.1517 -1.2884
H 4.7485 1.7814 -1.4539
H 0.8761 0.2493 -0.1902
H -1.2946 2.1464 0.3689
H -0.8944 -0.6945 1.3999
H -1.0112 0.8063 2.2951
H -3.4596 0.9101 1.2669
H -3.0775 -0.0134 2.7079
H -2.7622 -2.0518 1.1064
H -4.3505 -1.5169 1.6217
H -4.3320 -0.1172 -0.6107
H -4.8188 -1.7957 -0.5707
H -2.8031 -2.5960 -1.4950
H -3.3639 -1.2507 -2.4809
H -1.0174 -1.3460 -0.5668
H -1.0044 -1.0721 -2.2944
H -2.6535 0.9901 -1.1742
H -1.0892 1.1853 -1.9270

Values from the calculation:
- Energy relative to the best compared isomer or geometry (same formula, charge and spin): 0.4 kcal/mol
- Net charge: 0
- HOMO: -0.3111 hartree
- SMILES: O=C(Nc1ccc(F)cc1)NC1CCCCCCC1

Atomic partial charges in e from the Mulliken method, atoms 1 to 6:
1 O -0.697
2 C 0.269
3 N -0.090
4 C 0.158
5 C -0.015
6 C -0.701

C15H21FN2O2 | ωB97M-V/def2-TZVPD

CARTESIAN COORDINATES (ANGSTROEM)
C 2.1136 4.7210 -2.2258
C 0.6946 5.1415 -1.8628
C 0.0260 4.2252 -0.8358
C 0.6994 4.2473 0.5442
C 1.6241 3.0557 0.8044
C 0.8483 1.7753 1.1077
C 1.7929 0.5844 1.3074
C 1.0072 -0.6626 1.6348
O 0.8767 -1.1430 2.7441
N 0.3894 -1.2138 0.5645
N -0.3759 -2.3654 0.7222
C -0.8211 -3.0210 -0.3749
O -0.6040 -2.5799 -1.4924
C -1.5812 -4.2704 -0.1154
C -2.2057 -4.5497 1.0983
C -2.9046 -5.7305 1.2645
C -2.9717 -6.6252 0.2101
F -3.6482 -7.7769 0.3766
C -2.3721 -6.3666 -1.0101
C -1.6816 -5.1812 -1.1656
H 2.5077 5.3660 -3.0082
H 2.1261 3.6964 -2.5918
H 2.7738 4.7928 -1.3653
H 0.0853 5.1437 -2.7701
H 0.7089 6.1630 -1.4757
H -1.0137 4.5430 -0.7330
H 0.0146 3.2069 -1.2279
H -0.0645 4.2600 1.3246
H 1.2721 5.1714 0.6428
H 2.2669 2.8905 -0.0611
H 2.2678 3.2838 1.6571
H 0.1571 1.5585 0.2909
H 0.2561 1.9158 2.0142
H 2.4670 0.7872 2.1401
H 2.3846 0.4242 0.4044
H 0.4879 -0.9381 -0.4048
H -0.3684 -2.7036 1.6761
H -2.1762 -3.8427 1.9131
H -3.3982 -5.9636 2.1947
H -2.4536 -7.0825 -1.8123
H -1.2074 -4.9366 -2.1037

Values from the calculation:
- Energy relative to the best compared isomer or geometry (same formula, charge and spin): 2.3 kcal/mol
- Net charge: 0
- HOMO: -0.3303 hartree
- SMILES: CCCCCCCC(=O)NNC(=O)c1ccc(F)cc1

Atomic partial charges in e from the Mulliken method, atoms 1 to 6:
1 C -1.133
2 C -0.499
3 C -0.577
4 C -0.799
5 C -0.503
6 C -0.566

C15H21N3O2S | ωB97M-V/def2-TZVPD

CARTESIAN COORDINATES (ANGSTROEM)
C 5.1113 -0.3995 -2.8112
C 4.9001 -0.1779 -4.0942
C 4.0030 -0.9942 -4.9898
N 3.2668 -2.0367 -4.3167
C 2.2643 -1.8313 -3.4401
S 1.5248 -3.1085 -2.6757
N 1.8149 -0.5645 -3.2805
N 0.8676 -0.3078 -2.2924
C 1.0080 0.8564 -1.5936
O 1.8523 1.6726 -1.9352
C 0.0609 1.0560 -0.4813
C 0.3529 2.0520 0.4530
C -0.4834 2.2833 1.5181
C -1.6521 1.5308 1.6813
O -2.4069 1.8573 2.7557
C -3.5655 1.1097 3.0670
C -3.2475 -0.2434 3.7202
C -2.5313 -0.0238 5.0497
C -4.5337 -1.0405 3.9141
C -1.9559 0.5486 0.7394
C -1.1075 0.3165 -0.3262
H 5.7646 0.2275 -2.2311
H 4.6445 -1.2139 -2.2812
H 5.3851 0.6449 -4.6011
H 3.2938 -0.3230 -5.4918
H 4.6106 -1.4639 -5.7685
H 3.5945 -2.9872 -4.3789
H 2.4352 0.2407 -3.3772
H 0.4827 -1.1715 -1.9108
H 1.2525 2.6332 0.3196
H -0.2638 3.0479 2.2464
H -4.1910 0.9743 2.1763
H -4.1118 1.7377 3.7767
H -2.5784 -0.8005 3.0554
H -1.6491 0.5948 4.9036
H -3.1900 0.4759 5.7569
H -2.2219 -0.9745 5.4769
H -5.2240 -0.4961 4.5550
H -5.0244 -1.2274 2.9613
H -4.3149 -1.9979 4.3799
H -2.8558 -0.0402 0.8210
H -1.3816 -0.4358 -1.0501

Values from the calculation:
- Energy relative to the best compared isomer or geometry (same formula, charge and spin): 56.7 kcal/mol
- Net charge: 0
- HOMO: -0.3088 hartree
- SMILES: C=CCNC(=S)NNC(=O)c1ccc(OCC(C)C)cc1

Atomic partial charges in e from the Mulliken method, atoms 1 to 6:
1 C -0.627
2 C -0.205
3 C -0.654
4 N -0.090
5 C 0.180
6 S -0.565

C15H21NO | ωB97M-V/def2-TZVPD

CARTESIAN COORDINATES (ANGSTROEM)
C 2.1196 -1.3219 -3.4102
C 1.2770 -1.6919 -2.2518
C 0.3168 -0.5956 -1.8531
O -0.4290 -0.1084 -2.6623
C 0.5369 0.1038 -0.5389
C 0.4530 -0.5414 0.8173
C 0.1707 -2.0289 1.0633
C -0.2048 -2.4457 2.4607
C 0.5467 0.5376 1.7866
N 0.7104 1.6639 0.9934
C 0.5091 1.4475 -0.2884
C 0.4346 2.6540 -1.0495
C 0.4565 3.8015 0.0069
C 0.7083 3.0739 1.4019
C -0.1781 3.2159 2.6250
C 0.3344 2.2351 3.7114
C 0.2133 0.7607 3.2164
H 2.9115 -0.5108 -3.2340
H 2.6210 -2.2140 -3.8296
H 1.4171 -1.0570 -4.2175
H 1.9838 -1.8931 -1.3833
H 0.7472 -2.5969 -2.4092
H -0.7749 -2.1798 0.5410
H 0.9672 -2.7511 0.8120
H 0.5702 -2.3165 3.2944
H -1.0644 -1.8896 2.8458
H -0.5173 -3.4768 2.4381
H -0.4653 2.7634 -1.5135
H 1.0989 2.8877 -1.8636
H -0.4666 4.3363 -0.0110
H 1.3521 4.5140 -0.2011
H 1.7036 3.2891 1.7254
H -0.2280 4.2418 2.9829
H -1.2781 2.9806 2.4337
H -0.0577 2.3652 4.7677
H 1.4279 2.4098 3.7793
H -0.7619 0.2983 3.4596
H 0.9471 0.1481 3.6629

Values from the calculation:
- Energy relative to the best compared isomer or geometry (same formula, charge and spin): 58.9 kcal/mol
- Net charge: 0
- HOMO: -0.2786 hartree
- SMILES: CCC(=O)c1c(CC)c2n3c1CC[C@H]3CCC2

Atomic partial charges in e from the Mulliken method, atoms 1 to 6:
1 C -1.298
2 C -0.157
3 C 0.358
4 O -0.620
5 C -0.173
6 C 0.382

C15H21NO2Si | ωB97M-V/def2-TZVPD

CARTESIAN COORDINATES (ANGSTROEM)
C -3.9437 -2.2524 2.9141
O -2.9655 -1.2824 3.2304
C -2.2553 -0.7855 2.1269
C -2.1866 -1.3752 0.8696
C -1.5078 -0.7992 -0.1574
C -0.8368 0.3994 0.0120
C -0.8261 1.0231 1.2823
C -1.5294 0.3946 2.3062
C -0.1340 2.3488 1.5030
C 0.3828 3.0734 0.2682
C -0.3025 2.5819 -1.0058
C -0.0955 1.0323 -1.1635
C -0.6703 0.5944 -2.3932
N -1.1203 0.1861 -3.3804
O 1.3299 0.7639 -1.1353
Si 2.2831 -0.6126 -1.3152
C 4.0419 -0.1348 -1.8635
C 2.3220 -1.4367 0.3451
C 1.5508 -1.5733 -2.7395
H -4.7143 -2.2318 3.6540
H -3.5065 -3.2341 2.9036
H -4.3802 -2.0513 1.9336
H -2.6126 -2.3381 0.7462
H -1.4906 -1.2953 -1.1269
H -1.5610 0.8551 3.2674
H -0.7708 3.0303 2.0702
H 0.7234 2.1421 2.1537
H 0.1743 4.1443 0.3845
H 1.4673 2.9457 0.1472
H -1.4113 2.7781 -0.9827
H 0.1089 3.0622 -1.9433
H 4.3021 0.7873 -1.3631
H 4.8279 -0.8040 -1.5700
H 4.0780 -0.0087 -2.9412
H 2.4190 -2.5135 0.3650
H 3.1690 -1.0486 0.8715
H 1.4505 -1.1788 0.8935
H 2.3784 -1.8920 -3.3792
H 0.9082 -0.8968 -3.3056
H 0.9037 -2.3982 -2.4822

Values from the calculation:
- Energy relative to the best compared isomer or geometry (same formula, charge and spin): 0.0 kcal/mol
- Net charge: 0
- HOMO: -0.3232 hartree
- SMILES: COc1ccc2c(c1)CCC[C@@]2(C#N)O[Si](C)(C)C

Atomic partial charges in e from the Mulliken method, atoms 1 to 6:
1 C -0.881
2 O -0.446
3 C 0.281
4 C -0.980
5 C -0.416
6 C -0.013